1.
The following is a DFT calculation (wB97M-V/def2-TZVPD) of a molecular structure, C60H50InN10O28S2.

Results
* E: -5956.09892 Eh
* total charge: -1
* E_LUMO: -2.1741 eV
* multiplicity: 1

Each line ends with the Mulliken charge.
Cartesian coordinates (Å):
In 10.1422 13.3223 -22.1880  3.50
S 13.2277 14.4557 -21.1302  1.01
O 12.8438 13.8943 -22.4095  -0.80
O 12.0940 14.1274 -20.2339  -0.73
O 14.5200 14.0464 -20.5943  -0.55
O 13.4415 15.8674 -21.1684  -0.49
S 7.1930 12.1117 -22.4939  0.41
O 7.3598 13.2170 -21.5425  -0.62
O 5.8590 11.5804 -22.4923  -0.66
O 7.7370 12.7298 -23.7239  -0.62
O 8.1919 11.1071 -22.3801  -0.39
C 9.0391 15.1998 -29.8561  -0.57
C 8.3525 15.1609 -28.6434  -0.44
C 9.0944 14.8799 -27.4533  -0.03
C 10.4993 14.5834 -27.5501  -0.17
C 11.1273 14.5428 -28.7907  -0.66
C 10.3934 14.8624 -29.9173  -0.43
N 11.1520 14.1638 -26.2963  1.06
O 12.3762 14.2154 -26.2911  -0.63
O 10.4678 13.9477 -25.2867  -0.52
H 8.4658 15.5641 -30.6958  0.39
H 7.2913 15.3559 -28.5953  0.35
H 8.6095 14.9788 -26.4934  0.47
H 12.1502 14.2738 -29.0091  0.49
H 10.9242 14.9542 -30.8534  0.35
C 6.7276 19.7090 -18.6298  -0.67
C 7.2790 19.3232 -19.7928  -0.82
C 7.6995 18.0139 -19.9955  0.99
C 7.5540 17.0347 -18.9819  -0.56
C 7.0266 17.4646 -17.7597  -0.67
C 6.5989 18.7725 -17.6049  -0.66
N 8.0600 15.6544 -19.2138  1.10
O 8.7587 15.4409 -20.2049  0.04
O 7.9166 14.8962 -18.3045  -0.71
H 6.2337 20.6574 -18.4780  0.43
H 7.3206 20.0146 -20.6215  0.45
H 8.0776 17.7324 -20.9672  0.30
H 6.9636 16.6918 -17.0079  0.50
H 6.1624 19.1820 -16.7059  0.39
C 14.6948 18.9314 -24.4455  -0.57
C 14.0821 19.4886 -23.3274  -0.61
C 12.8567 18.9972 -22.7703  -0.50
C 12.3891 17.8553 -23.3719  0.21
C 13.0242 17.2277 -24.4907  -0.56
C 14.1858 17.7718 -25.0311  -0.60
N 11.1915 17.1662 -22.7844  1.42
O 10.9758 16.0016 -23.0459  -0.22
O 10.5837 17.7849 -21.9461  -0.71
H 15.6277 19.3340 -24.8115  0.38
H 14.4539 20.3891 -22.8614  0.37
H 12.3287 19.4727 -21.9570  0.50
H 12.7528 16.2505 -24.8618  0.49
H 14.7500 17.2038 -25.7560  0.43
C 6.7848 8.3234 -20.6674  -0.29
C 8.1680 8.3331 -20.6684  0.47
C 8.9128 7.5605 -19.7055  -0.58
C 8.2105 6.9348 -18.6584  -0.27
C 6.8158 7.0273 -18.6619  -0.45
C 6.1040 7.6286 -19.7109  -0.63
N 8.9298 6.1982 -17.5789  1.15
O 10.1301 6.3002 -17.4898  -0.60
O 8.2349 5.5042 -16.8192  -0.66
H 6.2189 8.9556 -21.3357  0.43
H 8.7070 8.9377 -21.3828  -0.03
H 9.9924 7.5790 -19.7285  0.63
H 6.1806 6.5760 -17.9140  0.44
H 5.0519 7.7714 -19.5130  0.37
C 9.9101 6.1901 -25.2693  -0.47
C 10.3909 6.8143 -26.4221  -0.43
C 10.5820 8.1606 -26.5401  -0.72
C 10.2988 8.9538 -25.3913  -0.32
C 9.6892 8.3485 -24.2645  0.50
C 9.5435 6.9344 -24.1610  -0.55
N 10.6742 10.3373 -25.3880  1.14
O 11.0727 10.7981 -26.4161  -0.64
O 10.5911 10.9227 -24.3255  -0.55
H 9.8980 5.1106 -25.3017  0.38
H 10.6697 6.1519 -27.2282  0.34
H 10.8710 8.6283 -27.4697  0.48
H 9.3700 8.9630 -23.4357  0.21
H 9.1718 6.4969 -23.2461  0.48
C 16.2462 8.9147 -19.7709  -0.28
C 15.2252 8.0172 -19.7336  -0.65
C 14.0169 8.3223 -20.3016  -0.16
C 13.7709 9.5244 -20.9312  0.12
C 14.8617 10.4454 -20.9942  -0.25
C 16.0761 10.1799 -20.4358  -0.76
N 12.4676 9.7886 -21.5827  1.08
O 11.7557 8.8296 -21.8082  -0.57
O 12.0942 10.9427 -21.8127  -0.61
H 17.2088 8.5363 -19.4601  0.34
H 15.3548 7.0611 -19.2483  0.38
H 13.1776 7.6426 -20.3036  0.36
H 14.7643 11.3855 -21.5168  0.26
H 16.9271 10.8377 -20.3377  0.41
C 5.2778 15.5187 -26.2705  -0.21
C 5.4125 14.3806 -25.4318  0.59
C 4.8545 13.1749 -25.8085  -0.88
C 4.1887 13.1461 -27.0704  0.26
C 4.0792 14.2864 -27.8878  -0.62
C 4.7308 15.4779 -27.5110  -0.67
N 3.7937 11.8340 -27.5882  0.96
O 3.8530 11.7136 -28.8237  -0.58
O 3.3214 11.0305 -26.7749  -0.56
H 5.6892 16.4180 -25.8365  0.29
H 6.0259 14.3823 -24.5429  -0.29
H 4.8710 12.3920 -25.0647  0.66
H 3.6030 14.1488 -28.8473  0.41
H 4.7165 16.3702 -28.1193  0.48
C 4.0982 17.8574 -22.0649  -0.50
C 4.6026 16.6009 -21.7747  -1.08
C 5.8238 16.1453 -22.3597  0.60
C 6.5750 17.0857 -23.0949  0.09
C 6.0613 18.3867 -23.3290  -0.70
C 4.7966 18.7632 -22.8760  -0.62
N 7.8169 16.6339 -23.7814  0.81
O 8.5010 17.5092 -24.2661  -0.77
O 8.1493 15.4838 -23.6629  0.38
H 3.1488 18.2193 -21.6987  0.39
H 3.9516 15.9631 -21.1953  0.49
H 6.1394 15.1142 -22.2985  0.08
H 6.5555 19.1452 -23.9179  0.49
H 4.4267 19.7758 -22.9407  0.41
C 11.0459 19.0786 -18.6172  -0.17
C 11.1924 17.7184 -18.7921  0.13
C 12.1502 17.1294 -17.9922  -0.35
C 12.8919 17.7893 -17.0069  -0.63
C 12.6440 19.1351 -16.8686  -0.16
C 11.7633 19.8107 -17.7019  -1.00
N 13.8788 17.0370 -16.2281  0.95
O 14.7287 17.6806 -15.6146  -0.60
O 13.6747 15.8136 -16.1603  -0.53
H 10.4434 19.7021 -19.2611  0.46
H 10.6893 17.1822 -19.5832  0.49
H 12.2483 16.0698 -18.1768  0.52
H 13.0935 19.7753 -16.1240  0.40
H 11.7023 20.8874 -17.6443  0.41
C 7.6677 9.5968 -15.7040  -0.62
C 7.0650 10.3348 -16.7854  -0.65
C 7.8586 10.9272 -17.7237  -0.35
C 9.2577 10.5285 -17.7418  -0.15
C 9.7956 9.7076 -16.7405  -0.33
C 8.9917 9.2307 -15.7679  -0.36
N 10.1793 11.0527 -18.7799  1.04
O 9.8861 12.0773 -19.4309  -0.53
O 11.2278 10.4439 -18.9616  -0.54
H 6.9518 9.1431 -15.0347  0.37
H 6.0280 10.6205 -16.8821  0.43
H 7.3911 11.4300 -18.5574  0.63
H 10.8346 9.4304 -16.6403  0.41
H 9.4034 8.5587 -15.0295  0.42

Atoms 1-2, force components in eV/Å:
In -0.5 -0.1 0.3
S 0.3 0.3 1.8


2.
The following is a DFT calculation (wB97M-V/def2-TZVPD) of a molecular structure, C60H56GeINP2W.

Results
* E: -5498.99684 Eh
* total charge: 0
* E_LUMO (alpha / beta): 0.1401 / -0.1116 eV
* multiplicity: 3

Each line ends with the Mulliken charge.
Cartesian coordinates (Å):
W 1.3583 -1.6201 -0.9362  0.14
C -1.0525 -3.8648 1.7351  -1.41
C 0.3971 -3.5268 2.0969  -1.59
P 0.9504 -1.8576 1.5217  1.28
C -0.2800 -0.8565 2.4522  0.50
C -1.1942 0.0141 1.8425  -0.56
C -2.3089 0.4112 2.5885  -0.40
C -2.4854 0.0542 3.9097  -0.77
C -1.5273 -0.7290 4.5408  -1.21
C -0.4566 -1.1915 3.8021  -0.41
C 2.5024 -1.7346 2.4844  -0.02
C 3.5359 -2.5969 2.1144  -0.41
C 4.7435 -2.5833 2.7914  -0.70
C 4.9414 -1.6950 3.8416  -0.63
C 3.9283 -0.8203 4.2007  -0.87
C 2.7128 -0.8406 3.5270  -0.25
P -1.8318 -3.1103 0.2191  0.56
C -0.6410 -3.3484 -1.1579  0.77
C -1.1582 -3.0217 -2.4086  -1.28
C -0.5026 -3.3609 -3.5961  -0.71
C 0.7513 -3.9499 -3.5146  -0.71
C 1.3484 -4.1694 -2.2799  -0.82
C 0.6496 -3.9352 -1.0656  -0.18
C -3.0055 -4.4577 -0.1949  0.54
C -2.5895 -5.7430 -0.5443  -0.51
C -3.5170 -6.7227 -0.8534  -0.72
C -4.8767 -6.4305 -0.8143  -0.49
C -5.3010 -5.1580 -0.4706  -0.59
C -4.3665 -4.1742 -0.1649  -0.38
H -1.6928 -3.4693 2.5288  0.42
H -1.1974 -4.9468 1.7277  0.77
H 1.0998 -4.2391 1.6673  0.98
H 0.5262 -3.6031 3.1776  0.90
H -1.6169 -0.0783 -0.2528  0.61
H -3.0602 1.0304 2.1153  0.26
H -3.3585 0.3997 4.4485  0.45
H -1.6272 -1.0001 5.5837  0.43
H 0.2532 -1.8529 4.2849  0.35
H 3.4005 -3.2598 1.2662  0.27
H 5.5374 -3.2541 2.4890  0.42
H 5.8865 -1.6788 4.3688  0.38
H 4.0814 -0.1106 5.0041  0.41
H 1.9458 -0.1245 3.7940  0.42
H -2.1322 -2.5419 -2.4574  0.49
H -0.9715 -3.1747 -4.5525  0.61
H 1.2850 -4.2106 -4.4201  0.39
H 2.3272 -4.6320 -2.2346  0.41
H 0.9624 -4.4490 -0.1724  0.43
H -1.5304 -5.9731 -0.5909  0.29
H -3.1834 -7.7149 -1.1298  0.41
H -5.6016 -7.1971 -1.0567  0.37
H -6.3577 -4.9251 -0.4437  0.40
H -4.6959 -3.1748 0.0954  0.41
C -1.0309 0.5396 0.4381  0.63
Ge -1.6615 2.3931 0.1765  1.80
C -3.5579 2.3179 -0.3320  0.26
C -3.8761 1.9567 -1.6426  -0.38
C -5.1954 1.8189 -2.0505  -0.72
C -6.2272 2.0476 -1.1512  -0.61
C -5.9312 2.4132 0.1534  -0.87
C -4.6083 2.5438 0.5565  0.13
C -1.4221 3.4503 1.7944  0.85
C -0.3797 3.1485 2.6706  -0.56
C -0.2008 3.8759 3.8381  -0.99
C -1.0563 4.9255 4.1423  -0.76
C -2.0833 5.2542 3.2691  -0.74
C -2.2626 4.5196 2.1038  -0.68
C -0.7127 3.2752 -1.2805  -0.13
C -0.3846 4.6257 -1.1579  -0.54
C 0.2724 5.2944 -2.1812  -0.69
C 0.6134 4.6211 -3.3470  -0.85
C 0.2861 3.2807 -3.4884  -0.16
C -0.3745 2.6193 -2.4617  0.12
H 0.0169 0.4829 0.1226  -0.98
H -3.0862 1.7900 -2.3677  0.19
H -5.4179 1.5377 -3.0724  0.46
H -7.2576 1.9442 -1.4672  0.38
H -6.7310 2.5970 0.8600  0.41
H -4.4013 2.8282 1.5828  0.42
H 0.3065 2.3379 2.4455  0.51
H 0.6125 3.6246 4.5076  0.50
H -0.9189 5.4908 5.0556  0.40
H -2.7455 6.0809 3.4947  0.43
H -3.0679 4.7897 1.4290  0.46
H -0.6238 5.1594 -0.2446  0.44
H 0.5258 6.3412 -2.0661  0.42
H 1.1345 5.1393 -4.1421  0.38
H 0.5528 2.7451 -4.3912  0.43
H -0.6092 1.5673 -2.5865  -0.01
C 4.8223 0.7362 -0.9428  -1.91
C 3.3179 1.0629 -0.8337  3.46
C 2.8531 1.5356 -2.2096  -1.36
C 2.6123 -0.1939 -0.3197  0.35
C 3.1334 2.1646 0.2208  -0.64
C 2.4361 3.3433 -0.0379  0.55
C 2.3312 4.3449 0.9211  -0.78
C 2.9168 4.1910 2.1655  -0.59
C 3.5862 3.0086 2.4532  -1.21
C 3.6867 2.0118 1.4959  0.02
H 4.9756 -0.0178 -1.7177  0.32
H 5.2195 0.3373 -0.0090  0.24
H 5.3934 1.6307 -1.2067  0.50
H 3.1550 0.8221 -2.9734  0.43
H 3.3046 2.4976 -2.4649  0.71
H 1.7683 1.6428 -2.2573  -0.42
H 3.0172 -0.3371 0.6860  -0.81
H 1.9675 3.5021 -1.0001  0.25
H 1.7832 5.2488 0.6850  0.34
H 2.8401 4.9750 2.9084  0.46
H 4.0425 2.8637 3.4259  0.37
H 4.2189 1.1017 1.7465  0.26
I -1.2528 0.0385 -5.9299  0.07
C 0.5206 -0.5837 -5.0356  -0.60
C 1.6422 -0.8640 -5.7897  -0.64
C 2.7697 -1.2941 -5.0720  -1.17
C 2.7206 -1.4494 -3.7155  -0.53
N 1.6018 -1.1994 -2.9693  1.64
C 0.5311 -0.7319 -3.6607  -0.90
H 1.6508 -0.7649 -6.8645  0.48
H 3.6943 -1.5174 -5.5877  0.50
H 3.5784 -1.7982 -3.1563  0.48
H -0.3396 -0.4852 -3.0711  0.70

Atoms 1-2, force components in eV/Å:
W 0.5 0.2 -0.1
C 0.0 0.0 0.0


3.
The following is a DFT calculation (wB97M-V/def2-TZVPD) of 11 unconnected molecules or ions with the total composition C60H57F9O2.

Results
* E: -3369.62748 Eh
* total charge: 0
* E_LUMO: 0.6535 eV
* multiplicity: 1

Each line ends with the Mulliken charge.
Cartesian coordinates (Å):
F -9.2085 -4.6067 9.7920  -0.31
C -8.0091 -4.5947 9.1762  0.19
C -7.9912 -4.1543 7.9360  -0.09
C -6.8150 -4.1622 7.1796  -0.59
C -5.6524 -4.5879 7.8242  -0.29
C -5.6757 -5.0651 9.1087  -0.46
C -6.8570 -5.0596 9.8019  -0.28
H -8.9632 -3.8590 7.5692  0.38
H -6.7780 -3.7858 6.1680  0.36
H -4.7080 -4.6546 7.3046  0.35
H -4.7720 -5.5255 9.4802  0.35
H -6.9837 -5.4336 10.8071  0.38
F -0.4247 10.7129 -4.6058  -0.30
C 0.3196 10.0809 -5.5515  0.31
C 0.7345 10.7890 -6.6270  -0.25
C 1.5289 10.2054 -7.5792  -0.47
C 1.7196 8.8392 -7.5287  -0.31
C 1.1861 8.0785 -6.5005  -0.41
C 0.6165 8.7348 -5.4037  -0.39
H 0.3813 11.8093 -6.6518  0.38
H 1.9054 10.7427 -8.4371  0.35
H 2.2216 8.3628 -8.3579  0.34
H 1.1999 7.0042 -6.6110  0.36
H 0.2788 8.2657 -4.4915  0.39
F 3.1915 -5.7073 -3.7724  -0.28
C 4.4706 -6.0243 -3.7033  0.11
C 5.4257 -5.4793 -4.5864  -0.15
C 6.7662 -5.9291 -4.5936  -0.58
C 7.0774 -6.9706 -3.7535  -0.17
C 6.2099 -7.5895 -2.8873  -0.56
C 4.8809 -7.0727 -2.8555  -0.17
H 5.1392 -4.7219 -5.3010  0.37
H 7.4626 -5.4292 -5.2506  0.38
H 8.0828 -7.3650 -3.7510  0.31
H 6.4357 -8.4843 -2.3263  0.38
H 4.1518 -7.6442 -2.3003  0.36
F 4.2807 8.2658 7.6211  -0.30
C 3.8239 9.3569 6.8753  0.30
C 3.1278 9.1102 5.7286  -0.33
C 2.6903 10.2172 5.0250  -0.38
C 2.8426 11.5014 5.5366  -0.37
C 3.4083 11.7339 6.7757  -0.42
C 3.9876 10.6543 7.3656  -0.27
H 2.8509 8.1159 5.4106  0.40
H 2.2010 9.9152 4.1108  0.32
H 2.5446 12.2986 4.8716  0.34
H 3.4860 12.6650 7.3174  0.38
H 4.5323 10.9594 8.2468  0.33
F 3.0606 -6.4301 7.0261  -0.30
C 4.1244 -6.4901 7.8067  0.27
C 4.0428 -5.6923 8.9593  -0.34
C 5.0692 -5.8224 9.9057  -0.37
C 6.0685 -6.7172 9.6801  -0.45
C 6.0345 -7.5953 8.5724  -0.33
C 5.0194 -7.4893 7.6400  -0.33
H 3.1877 -5.0411 9.0636  0.40
H 4.9999 -5.1905 10.7788  0.35
H 6.8100 -6.7953 10.4614  0.34
H 6.8014 -8.3556 8.5542  0.34
H 4.8270 -8.2123 6.8611  0.41
F -8.6317 -7.0360 -1.0695  -0.28
C -9.2831 -6.3990 -2.0534  0.33
C -9.2094 -4.9870 -2.2051  -0.40
C -10.0332 -4.3761 -3.1659  -0.27
C -10.9678 -5.0820 -3.8905  -0.50
C -11.0839 -6.4794 -3.6780  -0.30
C -10.2664 -7.1400 -2.7437  -0.38
H -8.5873 -4.3083 -1.6406  0.37
H -9.9793 -3.2992 -3.2265  0.33
H -11.5566 -4.6764 -4.7000  0.36
H -11.8642 -7.0624 -4.1445  0.34
H -10.3563 -8.1920 -2.5169  0.39
F 11.1231 -1.0292 2.1283  -0.30
C 9.8363 -1.0290 2.5159  0.30
C 9.3950 -0.1553 3.4748  -0.27
C 8.0412 -0.1729 3.8887  -0.53
C 7.1983 -0.9728 3.1895  -0.27
C 7.6232 -1.8342 2.1623  -0.46
C 9.0006 -1.9191 1.8799  -0.30
H 10.0610 0.5906 3.8828  0.38
H 7.7382 0.5751 4.6064  0.35
H 6.1523 -0.9419 3.4565  0.33
H 6.8326 -2.3900 1.6801  0.36
H 9.4065 -2.6280 1.1733  0.40
F -8.2953 1.9330 -8.5859  -0.29
C -7.6983 2.6830 -9.5927  0.40
C -8.1635 2.7448 -10.9084  -0.33
C -7.5237 3.5370 -11.8424  -0.37
C -6.4994 4.4080 -11.4008  -0.50
C -5.8470 4.1281 -10.1804  -0.43
C -6.5075 3.3542 -9.2264  -0.25
H -8.9860 2.1534 -11.2829  0.35
H -7.9378 3.5837 -12.8388  0.35
H -6.0904 5.1232 -12.0991  0.34
H -4.9364 4.6660 -9.9614  0.34
H -6.1603 3.2855 -8.2060  0.38
F 0.6282 1.0186 1.3137  -0.28
C 0.0678 0.5444 0.1942  0.33
C 0.0980 1.2638 -1.0314  -0.40
C -0.6384 0.7676 -2.1094  -0.32
C -1.2661 -0.4589 -2.0262  -0.36
C -1.1982 -1.1824 -0.8666  -0.40
C -0.5123 -0.7550 0.2219  -0.31
H 0.5236 2.2348 -1.2376  0.36
H -0.6609 1.2426 -3.0790  0.34
H -1.7854 -0.8191 -2.9020  0.34
H -1.8704 -2.0239 -0.7864  0.33
H -0.5210 -1.4011 1.0873  0.38
C -2.3679 2.1517 8.3854  -0.98
C -2.8047 2.7277 9.6790  0.76
C -2.9532 4.2318 9.8074  -1.00
O -2.9601 2.0659 10.7088  -0.56
H -1.4695 2.7479 8.2261  0.27
H -3.1090 2.1053 7.5875  0.31
H -2.1243 1.0940 8.4852  0.30
H -3.4748 4.5886 10.6955  0.32
H -3.3219 4.6308 8.8624  0.31
H -1.9108 4.5241 9.9338  0.28
C 4.6880 -2.4382 -12.0109  -0.94
C 4.3908 -1.3171 -11.0718  0.70
C 2.9786 -1.1132 -10.6280  -1.04
O 5.2548 -0.5785 -10.7389  -0.53
H 4.7400 -1.9964 -13.0060  0.27
H 3.8473 -3.1309 -12.0499  0.30
H 5.5856 -2.9393 -11.6485  0.32
H 2.5380 -1.9736 -10.1243  0.31
H 2.4216 -0.9884 -11.5566  0.31
H 2.8737 -0.1606 -10.1088  0.31

Atoms 1-2, force components in eV/Å:
F 0.1 -0.1 0.5
C 0.7 -0.9 2.3